# C4H4FNS2

An isolated molecule of C4H4FNS2 at a distorted geometry (ωB97M-V/def2-TZVPD, the OMol25 dataset).

```
12
Properties=species:S:1:pos:R:3:forces:R:3
C 0.013641 0.557523 2.348081 -0.8 -2.2 0.5
S 0.508588 0.921002 0.700032 0.1 -0.4 -1.3
C 0.206697 -0.554900 -0.211675 0.0 -0.8 0.3
S -0.143665 -2.040031 0.390057 0.1 1.2 -0.4
C 0.436316 -0.329460 -1.737567 -1.8 2.4 0.5
F 0.788087 -1.412135 -2.399099 0.4 -1.4 -0.5
C -0.823626 0.282135 -2.422890 -0.2 -0.2 0.4
N -1.776944 0.721857 -2.920113 1.5 -0.6 0.7
H -0.171846 1.503442 2.789278 0.1 0.9 0.6
H 0.701856 -0.083644 2.941355 -0.1 0.7 -0.6
H -0.951611 0.000172 2.337288 0.6 0.4 -0.1
H 1.212508 0.434039 -1.814748 0.2 0.0 -0.2
```
Forces are in eV/Å.

Values from the calculation:
SMILES string	CSC(=S)[C@@H](F)C#N
2S+1	1
ΔE to the lowest compared entry with this formula, charge and spin	1.025	eV
HOMO level	-9.38	eV
HOMO-LUMO gap	8.51	eV

---

# C4H7NO2

An isolated molecule of C4H7NO2 at a distorted geometry (ωB97M-V/def2-TZVPD, the OMol25 dataset).

```
14
Properties=species:S:1:pos:R:3:forces:R:3
C 0.131560 -2.057795 0.447529 -0.1 -0.6 -0.2
C 0.533998 0.213434 0.591877 1.1 -0.8 -4.5
C 0.221752 -0.735933 -1.414686 4.5 -0.7 4.2
C -0.734393 1.024707 0.605465 -0.2 -1.6 3.8
N 0.072590 -2.011046 -0.822794 0.1 -0.2 -0.4
O 0.479757 -1.047834 1.212807 0.3 2.2 1.1
O 1.182258 -0.491813 -2.371270 -1.2 0.3 0.5
H -0.036709 -2.883603 1.157953 0.0 -0.3 -1.2
H 1.580783 0.732970 0.686455 -2.3 -1.1 0.1
H -0.634598 -0.280701 -1.601339 -3.8 2.1 -1.0
H -1.710911 0.482506 0.669617 1.1 -0.4 0.2
H -0.955646 1.680262 -0.144169 0.4 1.9 -2.4
H -0.657393 1.589453 1.540376 -0.6 0.4 0.0
H 1.604308 -1.305603 -2.582099 0.8 -1.2 -0.2
```
Forces are in eV/Å.

Values from the calculation:
2S+1	1
ΔE to the lowest compared entry with this formula, charge and spin	4.180	eV
HOMO level	-7.72	eV
HOMO-LUMO gap	8.66	eV

---

# C18H36AsF6Hg2O12S4

A structure of composition C18H36AsF6Hg2O12S4 at a distorted geometry (ωB97M-V/def2-TZVPD, the OMol25 dataset).

```
79
Properties=species:S:1:pos:R:3:forces:R:3
Hg -12.705058 -4.637219 -0.689911 0.7 -0.3 1.9
Hg -10.750843 -8.218451 -1.661755 -0.2 0.8 2.4
O -6.738941 -8.056132 0.268889 -0.9 2.2 -2.2
C -7.741114 -7.805877 -0.598858 0.3 -2.8 2.7
O -7.892756 -6.738488 -1.275463 0.1 -1.0 0.3
O -8.643321 -8.725314 -0.614578 0.3 2.2 -1.5
H -6.976655 -8.900704 0.658488 0.1 -0.7 0.4
C -10.884542 -6.714254 1.254087 -0.4 -0.8 1.2
O -11.337874 -6.493875 -0.007145 -0.5 -0.3 -4.7
H -9.806355 -6.861406 1.316982 0.2 0.3 0.2
H -11.248640 -5.830898 1.778701 0.4 0.1 0.8
H -11.387676 -7.594942 1.653253 0.1 -0.1 0.5
As -12.329157 -2.305896 2.682089 0.1 4.5 3.2
F -11.886699 -1.224044 4.125704 -0.9 -2.1 -2.4
F -11.856062 -0.985151 1.509942 -0.9 -1.6 1.2
F -12.681498 -3.261288 1.206144 -0.2 -0.5 -0.4
F -12.751797 -3.744470 3.659878 0.6 1.4 -1.3
F -14.073912 -1.666070 2.841729 3.0 -1.5 -0.8
F -10.583482 -2.729260 2.619520 -1.5 -0.7 -0.2
C -5.815483 -7.017512 3.714612 -0.2 -0.9 0.5
C -5.224572 -7.656103 5.033562 -1.1 -0.1 -0.3
C -6.169452 -8.892566 5.430327 1.6 0.9 0.2
S -7.850636 -8.490743 4.860376 1.2 0.5 -0.4
O -8.728077 -8.056927 5.922268 0.5 -0.2 -0.7
O -8.243496 -9.578752 3.981713 -0.4 0.0 -0.2
C -7.314721 -7.038943 3.772494 -1.2 -0.7 1.3
H -5.624950 -7.650191 2.847716 0.9 0.0 0.1
H -5.578543 -5.982151 3.469703 0.8 -0.2 0.3
H -5.222368 -6.948362 5.862537 -0.4 0.2 -0.1
H -4.168628 -7.905027 4.928086 -0.2 -0.5 -0.2
H -6.100687 -9.104301 6.497350 -0.6 0.6 0.2
H -5.806148 -9.842514 5.038276 -0.4 0.2 -0.8
H -7.739677 -6.170555 4.275904 -0.1 0.0 -0.2
H -7.709429 -7.198388 2.769067 -0.5 0.1 0.3
C -7.562728 -2.628673 1.106385 -1.2 -0.7 -0.3
C -7.602879 -1.491199 0.085299 -0.2 -0.6 -1.4
C -8.966664 -1.626955 -0.666937 0.2 0.5 0.4
S -9.156368 -3.390528 -1.110467 6.1 0.2 -0.8
O -8.323085 -3.851303 -2.274085 -2.6 1.2 2.1
O -10.530272 -3.814456 -1.010797 -2.5 -0.7 -0.2
C -8.151930 -3.935000 0.357552 -0.7 0.7 1.3
H -8.285430 -2.467059 1.906189 -0.2 0.4 -0.1
H -6.642188 -2.790201 1.667292 0.3 -0.2 -0.7
H -6.798905 -1.602864 -0.642206 0.0 -0.4 -0.2
H -7.459579 -0.442046 0.343805 -0.4 -0.2 0.9
H -9.064896 -0.872794 -1.447767 0.0 -0.6 -0.5
H -9.795567 -1.431893 0.013485 -0.2 -0.2 0.3
H -7.488097 -4.763345 0.109992 0.3 0.6 -0.6
H -8.858747 -4.359454 1.070533 -0.3 0.0 -0.1
C -14.287164 -6.801775 3.800718 0.3 -0.9 -1.7
C -14.026141 -8.202515 3.105595 -0.9 0.0 -0.2
C -14.513962 -8.207193 1.616107 -0.4 0.4 0.5
S -15.273115 -6.503761 1.245952 -1.1 -2.7 3.2
O -16.539133 -6.565367 0.569362 0.9 0.2 -0.2
O -14.199970 -5.649822 0.762844 1.7 1.6 -1.6
C -15.486547 -6.124125 3.075506 1.1 -0.4 -0.8
H -13.351245 -6.270264 3.628529 -0.3 0.7 0.3
H -14.473145 -6.917376 4.868498 0.0 0.1 -0.2
H -14.532547 -8.971241 3.689310 -0.4 0.0 -0.3
H -13.009559 -8.594523 3.074296 0.3 0.7 0.4
H -15.293353 -8.956243 1.476167 -0.2 0.3 -0.2
H -13.698627 -8.478285 0.945402 -0.1 0.5 -0.2
H -16.450456 -6.600020 3.255752 0.0 0.1 0.3
H -15.491063 -5.045412 3.231880 -0.2 0.0 -0.2
C -10.842488 -13.573212 1.075793 0.5 0.9 0.4
C -9.820532 -12.792079 1.945396 -0.7 2.5 0.7
C -10.187997 -11.179168 1.968594 0.7 -1.8 -1.3
S -11.629537 -10.999057 0.802792 -0.7 -1.6 2.3
O -11.443557 -9.805772 -0.104589 -0.3 -1.0 0.4
O -12.856645 -11.111615 1.635142 2.0 1.0 -1.9
C -11.472221 -12.677357 -0.005663 0.9 0.8 0.4
H -11.666196 -13.951545 1.681151 0.5 -0.6 -0.1
H -10.179720 -14.276844 0.572065 -0.9 -0.7 0.0
H -8.784808 -12.928417 1.634292 -0.2 0.2 -0.5
H -9.775983 -13.035281 3.006981 -0.5 -0.5 -0.2
H -9.329051 -10.661674 1.541390 -0.3 0.3 0.0
H -10.380187 -10.826443 2.981886 -0.4 0.2 -0.3
H -10.768745 -12.610404 -0.835574 -0.3 0.3 -0.3
H -12.470555 -13.015781 -0.282987 0.1 0.3 -0.2
```
Forces are in eV/Å.

Values from the calculation:
2S+1	2
charge	+2
HOMO level (alpha / beta)	-14.82 / -14.82	eV
HOMO-LUMO gap (alpha / beta)	4.41 / 3.62	eV

---

Calculated E_tot, -30089.393 -9843.099 -172630.091 eV (same order as the records).